ORCA calculation (ωB97M-V/def2-TZVPD) on the molecule C6H9NO at a distorted geometry.

```
! RIJCOSX wB97M-V def2-TZVPD def2/J DEFGRID3
* xyz 0 1
C 0.33720 1.51895 0.47063
C 1.52520 0.71489 0.69584
C 1.52296 -0.36919 -0.41627
C 2.36660 -1.45821 -0.51463
C -1.57336 0.30836 -0.27821
C -2.87686 -0.39304 0.02628
N -0.79202 0.77610 0.59261
O 0.32953 2.72963 0.33152
H 2.46000 1.18484 0.77240
H 1.35273 0.25210 1.63473
H -1.30025 0.39157 -1.32375
H 0.77790 -0.29519 -1.19598
H 2.34586 -2.10379 -1.39506
H 2.92110 -1.59567 0.41021
H -3.07395 -1.00846 -0.92812
H -3.64439 0.36318 0.26198
H -2.67822 -1.01606 0.85583
*
```

The SMILES is C=CCC(=O)/N=C/C. The calculation puts the relative energy (zero: lowest compared OMol25 entry of this formula, charge and spin) at 2.029 eV. Its HOMO energy is -0.353 hartree. As for the orbital gap: 10.48 eV.



ORCA calculation (ωB97M-V/def2-TZVPD) on the molecule C2H3N3 at a distorted geometry.

```
! RIJCOSX wB97M-V def2-TZVPD def2/J DEFGRID3
* xyz 0 1
N -0.17186 0.38711 1.20283
N -1.17811 0.17970 0.34635
C -0.58175 -0.08501 -0.78837
C 0.81950 -0.04376 -0.58533
N 1.05610 0.20396 0.68644
H -0.38829 -0.06010 2.07828
H -1.16894 -0.38652 -1.63903
H 1.61334 -0.19539 -1.30116
*
```

The SMILES is c1cn[nH]n1. The calculation puts the relative energy (zero: lowest compared OMol25 entry of this formula, charge and spin) at 0.921 eV. Its HOMO energy is -0.383 hartree. As for the orbital gap: 11.58 eV.



ORCA calculation (ωB97M-V/def2-TZVPD) on the molecule C2H3N3S2 at a distorted geometry.

```
! RIJCOSX wB97M-V def2-TZVPD def2/J DEFGRID3
* xyz 0 1
C 0.18785 1.08473 -0.04830
C -1.55977 -0.08272 -0.16745
H 2.77292 -0.42722 0.80927
H 0.79786 2.01960 -0.11872
H -0.54497 -1.85133 0.52167
N 0.69389 -0.12483 0.20446
N -1.07164 1.23127 -0.33165
N -0.43635 -0.90471 -0.03303
S 2.20772 -0.47066 -0.50562
S -3.04751 -0.47413 -0.33062
*
```

The SMILES is S=c1ncn(S)[nH]1. The calculation puts the relative energy (zero: lowest compared OMol25 entry of this formula, charge and spin) at 1.738 eV. Its HOMO energy is -0.314 hartree. As for the orbital gap: 8.47 eV.



ORCA calculation (ωB97M-V/def2-TZVPD) on a structure of composition C33H23N7O2V.

```
! RIJCOSX wB97M-V def2-TZVPD def2/J DEFGRID3
* xyz 0 2
V -0.28245 0.25883 0.30020
O -0.55711 3.73076 2.56841
C -0.32667 2.63472 2.07304
N -0.91443 2.02220 1.03580
C -2.07270 2.49722 0.39604
C -2.98745 3.39350 0.93998
C -4.17074 3.65039 0.25946
C -4.43309 3.02342 -0.95039
C -3.50938 2.14762 -1.50377
C -2.31693 1.88106 -0.84483
N -1.33719 0.96461 -1.29323
C -1.00196 1.00179 -2.60271
O -1.31340 1.86817 -3.41389
C -0.14160 -0.14728 -3.08144
C 0.82046 0.11356 -4.05399
C 1.60994 -0.93153 -4.49769
C 1.39238 -2.19983 -3.97953
C 0.38498 -2.36084 -3.03920
N -0.36891 -1.36194 -2.58932
C 0.76517 1.76455 2.65629
C 1.63958 2.27420 3.60232
C 2.60721 1.43466 4.12502
C 2.65256 0.11569 3.70114
C 1.74175 -0.31241 2.75093
N 0.81765 0.49662 2.22917
H -2.76705 3.87171 1.88162
H -4.88703 4.34497 0.67909
H -5.35765 3.22354 -1.47636
H -3.70187 1.67619 -2.45748
H 0.92497 1.12022 -4.43314
H 2.37877 -0.76347 -5.24187
H 1.97630 -3.05170 -4.30059
H 0.17459 -3.34168 -2.62287
H 1.52997 3.30710 3.89927
H 3.31349 1.80030 4.85906
H 3.38038 -0.57947 4.09498
H 1.73902 -1.33592 2.39914
C 3.23904 2.09397 -1.37703
C 4.15407 1.02448 -1.41610
C 3.74385 -0.22028 -1.02960
C 2.41212 -0.40736 -0.60733
N 1.55164 0.63185 -0.54990
C 1.96681 1.85848 -0.93824
C 1.83146 -1.63916 -0.17495
C 2.47086 -2.88091 -0.08880
C 1.80148 -3.98234 0.37604
C 0.46473 -3.82735 0.77896
C -0.14749 -2.60672 0.69190
N 0.51045 -1.50148 0.18508
C -1.52038 -2.31104 1.11419
C -2.43223 -3.25567 1.57960
C -3.69639 -2.83773 1.94183
C -4.02823 -1.49138 1.84105
C -3.06872 -0.60769 1.38926
N -1.84581 -1.01424 1.03980
H 3.52238 3.08924 -1.68582
H 5.16941 1.18660 -1.75105
H 4.42038 -1.06271 -1.05454
H 1.21585 2.63764 -0.88559
H 3.50564 -2.96130 -0.39498
H 2.28505 -4.94572 0.44006
H -0.08251 -4.68016 1.15698
H -2.15271 -4.29673 1.64327
H -4.42187 -3.55613 2.29918
H -5.00606 -1.12157 2.11131
H -3.26438 0.45389 1.29676
*
```

The expectation value of S² is 1.133. The calculation puts the relative energy (zero: lowest compared OMol25 entry of this formula, charge and spin) at 0.124 eV. Its HOMO energy (alpha / beta) is -0.222 / -0.221 hartree. As for the orbital gap (alpha / beta): 5.58 / 5.49 eV.



ORCA calculation (ωB97M-V/def2-TZVPD) on a cluster of 2 separate species, C4H14N2O in total at a distorted geometry.

```
! RIJCOSX wB97M-V def2-TZVPD def2/J DEFGRID3
* xyz 0 1
C 0.15264 -1.51491 -0.83311
C 0.20942 -0.18462 -0.10367
C -0.88834 0.79233 -0.46333
C -0.85595 1.23712 -1.95383
N 0.45825 1.54460 -2.53817
N -0.97853 -2.31206 -0.37341
H 0.21230 -1.37711 -1.91584
H 1.08350 -2.03017 -0.60341
H 0.27191 -0.41212 0.95175
H 1.19381 0.29103 -0.23614
H -0.92221 1.62041 0.24146
H -1.80188 0.20784 -0.36930
H -1.30358 0.43353 -2.53883
H -1.46247 2.14693 -1.96413
H 1.12463 0.86080 -2.20379
H 0.79012 2.43565 -2.18704
H -1.83521 -1.95036 -0.78567
H -0.94952 -3.24789 -0.76648
H 1.88796 -0.03771 4.61245
H 2.04409 1.11890 5.58815
O 1.47012 0.36972 5.38479
*
```

The SMILES is NCCCCN.O. The calculation puts the relative energy (zero: lowest compared OMol25 entry of this formula, charge and spin) at 1.260 eV. Its HOMO energy is -0.343 hartree. As for the orbital gap: 10.06 eV.



ORCA calculation (ωB97M-V/def2-TZVPD) on a structure of composition C47H48BN11SeSiV at a distorted geometry.

```
! RIJCOSX wB97M-V def2-TZVPD def2/J DEFGRID3
* xyz 1 3
V -0.47347 -0.17519 -0.19523
C -1.72300 1.98259 4.67775
C -1.44519 2.13843 3.22070
C -1.67057 3.23168 2.41088
C -1.15441 2.87918 1.16223
N -0.68434 1.62441 1.19119
N -0.85300 1.19142 2.47138
B -0.16818 -0.10642 2.94504
N -0.91130 -1.39214 2.54093
N -0.72101 -1.91234 1.29370
C -1.27414 -3.13205 1.31681
C -1.88520 -3.36311 2.55237
C -1.61354 -2.24000 3.31234
C -1.94609 -1.97242 4.74186
C -1.08481 -4.14774 0.26484
C 0.20287 -4.46143 -0.15095
C 0.41317 -5.44810 -1.10152
C -0.66799 -6.13716 -1.63411
C -1.95409 -5.84977 -1.19529
C -2.16022 -4.86534 -0.24259
N 1.24712 -0.14705 2.32444
N 1.46665 0.00170 0.98072
C 2.79846 0.05812 0.83875
C 3.42941 -0.10746 2.07143
C 2.40985 -0.22227 2.99322
C 2.49679 -0.38924 4.47296
C 3.56718 0.39829 -0.38360
C 4.68593 -0.35850 -0.72864
C 5.53672 0.06094 -1.73814
C 5.29078 1.25277 -2.40890
C 4.19066 2.02072 -2.06136
C 3.33657 1.59349 -1.05372
C -1.01735 3.79966 0.01824
C -2.07087 4.62619 -0.35944
C -1.91464 5.52775 -1.39968
C -0.69765 5.62490 -2.06290
C 0.36800 4.82978 -1.66490
C 0.20602 3.92824 -0.62321
H -2.22039 2.87819 5.04406
H -0.80528 1.84216 5.24774
H -2.36937 1.12894 4.88037
H -2.07317 4.18704 2.69909
H -0.09230 -0.07526 4.13530
H -2.36050 -4.27316 2.87501
H -2.45262 -2.83930 5.16087
H -2.60414 -1.11018 4.85265
H -1.05063 -1.77852 5.33050
H 1.04334 -3.94346 0.29528
H 1.42008 -5.69086 -1.41629
H -0.50713 -6.90844 -2.37569
H -2.79785 -6.39250 -1.60042
H -3.16453 -4.62729 0.08452
H 4.48809 -0.08092 2.25900
H 3.54176 -0.47063 4.76447
H 1.97819 -1.28806 4.80524
H 2.06015 0.46001 4.99741
H 4.88960 -1.27684 -0.19135
H 6.40292 -0.53503 -1.99332
H 5.96653 1.59050 -3.18346
H 4.00560 2.96406 -2.55926
H 2.50372 2.20956 -0.75466
H -3.02230 4.54375 0.15280
H -2.74214 6.16031 -1.69288
H -0.57304 6.33465 -2.86966
H 1.33039 4.92651 -2.15183
H 1.03545 3.33032 -0.27924
N -4.81444 -0.18877 0.76177
C -3.50699 -0.44965 0.79270
N -2.61862 0.21700 0.12577
C -3.03205 1.20536 -0.77189
N -2.23739 1.73610 -1.63989
N -0.98562 1.13845 -1.58982
C -0.18545 1.36152 -2.55748
C 0.94542 0.43049 -2.63446
C 1.85150 0.39595 -3.67782
C 2.74972 -0.65523 -3.73878
C 2.69594 -1.64242 -2.76761
C 1.77188 -1.53533 -1.74665
N 0.92279 -0.51202 -1.67290
C -4.42735 1.62971 -0.73248
C -4.90679 2.71702 -1.47052
C -6.24320 3.04395 -1.42700
C -7.12808 2.28438 -0.65484
C -6.67576 1.20702 0.07512
C -5.32075 0.88885 0.03202
H -5.44076 -0.77108 1.29511
H -3.18036 -1.26512 1.42928
H -0.45420 2.05261 -3.35030
H 1.84351 1.17982 -4.42220
H 3.47495 -0.70892 -4.53869
H 3.36617 -2.48960 -2.79153
H 1.70233 -2.26515 -0.95276
H -4.20618 3.28080 -2.07153
H -6.61417 3.88472 -1.99609
H -8.17792 2.54044 -0.62903
H -7.35724 0.61628 0.67374
C -3.16133 -3.11354 -4.37701
Si -1.64310 -2.10066 -4.02178
C -1.71143 -0.50706 -5.00059
C -0.14258 -3.07698 -4.52686
Se -1.85346 -1.75799 -1.79379
H -3.17647 -3.45250 -5.41518
H -4.06483 -2.53296 -4.18671
H -3.17926 -3.98993 -3.72655
H -2.04708 -0.69705 -6.02235
H -0.73126 -0.03407 -5.06596
H -2.41341 0.19212 -4.54134
H -0.23912 -3.37596 -5.57429
H -0.05241 -3.97851 -3.91960
H 0.77511 -2.50116 -4.42912
*
```

The expectation value of S² is 2.027. Its HOMO energy (alpha / beta) is -0.348 / -0.350 hartree. As for the orbital gap (alpha / beta): 6.31 / 6.18 eV.



ORCA calculation (ωB97M-V/def2-TZVPD) on a cluster of 6 separate species, H12O6 in total at a distorted geometry.

```
! RIJCOSX wB97M-V def2-TZVPD def2/J DEFGRID3
* xyz 0 1
H 0.38514 -0.07540 -1.15167
H 0.25710 -1.51486 -0.68091
H 2.18105 0.65729 2.51460
H 2.69917 -0.62136 1.87689
H -3.00869 -1.47154 -2.64352
H -3.79276 -1.97335 -1.44207
H 0.16304 2.18739 0.78974
H -0.22737 3.62504 1.09106
H -2.48094 2.10355 -0.48993
H -1.24346 1.47696 0.13141
H 1.98784 -2.30794 0.59659
H 2.96729 -3.08818 -0.26478
O 0.74079 -0.69916 -0.50868
O 1.89053 -0.11635 2.01854
O -3.28664 -1.21585 -1.75675
O -0.01262 3.03285 0.36155
O -1.60241 2.32280 -0.15964
O 2.38293 -2.32189 -0.28244
*
```

The SMILES is O.O.O.O.O.O. The calculation puts the relative energy (zero: lowest compared OMol25 entry of this formula, charge and spin) at 4.769 eV. Its HOMO energy is -0.314 hartree. As for the orbital gap: 9.08 eV.



ORCA calculation (ωB97M-V/def2-TZVPD) on the molecule C4H2N4 at a distorted geometry.

```
! RIJCOSX wB97M-V def2-TZVPD def2/J DEFGRID3
* xyz 0 1
C 1.43676 -0.83735 0.04723
C -0.18942 0.66299 0.49860
C -1.53838 0.90045 -0.10852
C 0.31787 -0.43375 -0.47659
H 2.12265 -1.60430 -0.31281
H -2.38020 1.41371 0.23863
N 1.61354 -0.25302 1.18239
N 0.62540 0.69579 1.48780
N -1.61136 0.22008 -1.29709
N -0.61379 -0.88621 -1.32883
*
```

The SMILES is C1=C2N=NC=C2N=N1. The calculation puts the relative energy (zero: lowest compared OMol25 entry of this formula, charge and spin) at 5.243 eV. Its HOMO energy is -0.365 hartree. As for the orbital gap: 7.06 eV.